No. 1
The following is a DFT calculation (ωB97M-V with the def2-TZVPD basis set) of a single C8H9NO molecule at a distorted geometry.

Maximum force = 3.11 eV Å⁻¹
E_LUMO = 0.292 eV
SMILES = C#C/C(=N/C=C\C=C)OC
Calculated total energy = -440.05370 a.u.
Orbital gap = 8.418 eV
Relative energy (zero: lowest compared OMol25 entry of this formula, charge and spin) = 518.9 kJ/mol
HOMO = -8.13 eV

Structure (XYZ):
```
19
Properties=species:S:1:pos:R:3:forces:R:3
O -1.228533 0.884760 1.168732 1.29 1.91 1.04
N 0.370519 -0.313931 0.050374 -1.75 -0.36 -0.09
C -1.819378 -0.254530 -0.798548 -1.56 0.14 -0.92
C -0.821705 0.084678 0.208411 0.02 -0.77 -2.06
C 2.583639 -0.100281 0.627802 1.22 -1.49 -1.88
C -2.585646 1.013264 1.443563 -2.53 -0.63 -1.70
C 2.995650 -0.710807 -0.718168 -1.01 0.57 1.43
C 2.220614 -0.645543 -1.807122 2.61 -0.78 -0.58
C 1.311615 -0.006463 0.980257 0.26 0.66 0.54
C -2.791709 -0.348807 -1.529027 1.98 -0.27 1.63
H 1.375989 -0.036138 -1.925017 -0.84 0.50 -0.04
H 2.636811 -1.143886 -2.691878 -0.49 0.09 0.16
H -3.668264 -0.645342 -2.031562 -0.32 0.08 -0.51
H 0.979285 0.349649 1.946200 0.19 0.00 0.24
H -2.696344 1.418091 2.442129 0.12 -0.69 0.38
H 3.895503 -1.344056 -0.724738 -0.35 0.51 0.03
H -2.897040 -0.082340 1.214611 -1.03 2.20 1.15
H -3.220932 1.813119 0.807770 1.76 -1.95 0.71
H 3.359925 0.068567 1.336216 0.43 0.27 0.47
```
Positions in Å, forces in eV/Å.

No. 2
The following is a DFT calculation (ωB97M-V with the def2-TZVPD basis set) of 13 unconnected molecules or ions with the total composition C54H145N15O17 at a distorted geometry.

Maximum force = 5.41 eV Å⁻¹
E_LUMO = 0.289 eV
Calculated total energy = -4244.15208 a.u.
Orbital gap = 9.043 eV
Relative energy (zero: lowest compared OMol25 entry of this formula, charge and spin) = 0.0 kJ/mol
HOMO = -8.75 eV

Structure (XYZ):
```
231
Properties=species:S:1:pos:R:3:forces:R:3
O -7.912980 9.881040 20.768350 0.53 0.68 -1.65
O -14.683230 27.193680 25.076300 -1.82 2.94 -1.13
O -15.682370 9.937520 26.235620 -1.31 -0.29 -0.69
O -2.748280 9.740580 20.672990 -0.26 -0.37 0.59
O -4.800540 16.293110 18.608670 -0.17 -2.98 -0.37
O -14.379870 19.772700 18.636960 -0.97 0.34 0.49
O -16.014930 10.704310 13.434890 0.30 1.27 -0.37
O -25.836540 12.038550 8.292690 -0.31 -0.33 -0.05
O -18.161290 15.555890 20.053390 1.65 0.32 -0.55
O -8.900460 17.956870 11.617980 2.18 1.89 1.23
O -26.414450 11.498380 25.633710 -3.29 -0.46 -0.36
O -10.432290 16.495570 27.414070 -0.75 0.08 -0.16
O -24.464950 12.771450 13.160780 -1.61 -2.14 2.13
O -29.101290 24.145050 14.482850 -2.44 0.48 -1.72
O -29.481170 19.932130 17.007050 -0.52 0.25 -0.70
O -2.195070 25.828300 16.090320 -0.75 1.28 -0.97
O -20.529350 27.312860 13.170700 -0.42 0.87 -0.34
N -14.256850 11.842910 12.523560 2.92 -1.55 -0.07
N -5.445040 25.546300 17.415410 -0.52 0.63 0.37
N -22.854800 12.965020 10.128470 -0.73 -0.28 -1.39
N -7.375530 16.234510 29.367810 -0.76 1.39 0.36
N -30.529500 21.768510 14.881400 -1.27 0.08 -0.65
N -16.074320 12.880260 12.689320 -3.63 3.10 0.11
N -24.412780 12.185860 25.901070 4.31 3.07 1.13
N -18.658040 11.022020 25.531890 0.86 0.41 -0.86
N -5.435250 8.028230 20.748350 1.02 0.37 -0.16
N -24.670240 10.396320 24.754180 0.94 -3.56 -2.49
N -3.775570 18.825970 20.914050 2.20 1.63 0.79
N -13.924350 25.829690 27.241190 -0.76 -0.22 -0.38
N -11.708310 16.390310 10.392870 -0.95 -1.11 -1.40
N -15.624260 17.464420 19.810640 1.25 0.31 1.31
N -20.919260 24.515800 12.745080 -2.47 -0.06 -0.93
C -13.983440 19.247180 19.878370 1.78 -0.40 0.47
C -23.688900 12.815140 8.899630 0.42 -0.40 0.70
C -7.893250 8.441870 20.638920 -0.77 1.70 2.38
C -2.880420 8.329230 21.089210 0.35 1.39 -0.61
C -7.524140 17.970060 11.912280 -0.27 0.22 0.85
C -3.901500 17.126540 19.231190 -0.35 1.10 0.02
C -24.407550 11.996080 14.448930 0.95 1.32 -1.21
C -4.676300 25.643370 16.209040 1.66 0.40 -2.14
C -16.249990 11.249780 26.390180 0.18 -0.03 -0.48
C -12.002420 24.898650 26.212400 1.44 0.46 0.30
C -24.601620 11.563460 8.938120 -1.82 1.77 -1.57
C -23.215460 12.988490 12.533450 -1.92 0.25 0.86
C -23.603970 13.634510 11.169250 1.91 0.08 1.54
C -17.368440 15.998710 18.923540 0.04 -0.63 0.78
C -4.404920 17.584930 20.593170 -0.96 0.23 1.02
C -8.161020 16.430830 28.148020 -1.13 -2.10 -1.32
C -4.879590 14.896510 19.169050 -0.97 2.49 -0.70
C -19.621740 26.485130 12.332900 -1.93 1.23 0.30
C -11.590120 17.009910 12.612110 2.66 1.81 -0.70
C -15.887530 16.157230 19.305000 -1.44 -0.71 -0.50
C -9.107220 10.611730 20.361230 0.72 -2.55 1.72
C -4.258070 8.084310 21.662730 -0.98 0.76 0.36
C -17.779730 11.385050 26.652220 -0.07 -2.87 1.20
C -10.886210 17.236410 11.203700 -1.48 -3.18 0.17
C -13.876400 21.085610 18.420010 -0.15 -0.76 -1.71
C -6.677090 8.019110 21.497490 -0.47 -1.54 -1.00
C -25.250440 11.388280 25.380640 -3.18 -0.43 1.25
C -31.273020 22.987950 14.446940 2.00 -0.57 1.24
C -1.502710 26.343940 14.897490 -0.23 -0.10 2.22
C -29.233250 25.349380 15.234790 1.58 -1.37 1.25
C -18.138610 10.507660 27.886930 0.37 -0.22 -0.21
C -14.188760 17.730070 19.952820 -1.06 0.62 -0.89
C -13.787830 26.175200 24.865520 -0.50 -1.44 0.76
C -28.778660 18.709520 17.235940 -0.73 1.20 0.68
C -14.242370 28.557580 24.820850 1.20 -1.40 1.59
C -31.327540 21.155110 15.933940 0.95 -1.38 0.10
C -30.748680 19.792640 16.362130 0.69 0.88 -0.05
C -30.336480 23.895200 13.688160 0.63 0.05 0.06
C -5.884060 17.933700 20.754110 -0.83 -0.93 -1.94
C -3.396170 26.600440 16.320600 -0.92 -1.02 1.12
C -9.643440 16.910110 28.450510 2.30 -0.15 0.19
C -11.756470 16.875500 27.626780 -0.85 0.67 -1.48
C -19.620930 25.082720 12.915280 -0.07 0.38 0.91
C -9.421710 16.804610 11.147910 -1.46 -0.24 -0.32
C -5.590650 26.069150 15.026330 0.42 -0.26 -0.25
C -20.957780 28.657220 12.685080 1.79 -1.31 -0.65
C -12.985870 26.042700 26.149900 0.54 -0.26 -0.61
C -26.894600 11.122260 8.514360 -0.07 0.32 0.94
C -1.420100 10.225580 20.474340 -0.25 -0.54 -0.53
C -8.166280 15.047570 27.334480 0.00 0.72 0.78
C -15.513420 11.730010 12.964160 0.22 -2.22 0.25
C -18.571870 16.656970 20.851190 -0.83 -0.36 0.01
C -14.262250 9.949100 26.085350 -0.99 0.82 0.97
C -18.595080 24.188770 12.267070 1.71 -0.07 0.96
H -9.091010 15.954190 11.744170 -0.44 -0.34 0.19
H -9.514250 10.267170 19.410590 0.63 0.93 -0.69
H -2.117330 8.189860 21.854970 -0.08 -0.36 0.18
H -8.092140 16.341380 30.071470 -0.25 -1.12 0.87
H -18.555590 23.180080 12.678290 -0.91 -0.24 -0.28
H -22.704060 13.673380 13.209840 0.69 0.20 -0.32
H -31.435710 21.854220 16.763180 -0.28 -0.12 0.44
H -18.583440 24.176320 11.177210 -0.44 -0.01 0.10
H -3.846130 17.996970 18.577440 0.18 0.20 -0.04
H -28.969810 17.950880 16.476980 0.20 0.08 -0.17
H -22.669570 12.024680 10.447160 0.26 -0.06 0.05
H -24.943250 11.316800 9.943380 0.74 -0.38 0.27
H -14.372240 19.813440 20.724710 -0.62 -0.13 0.09
H -18.444350 10.117280 25.137080 -0.04 -1.00 0.86
H -13.946390 10.446700 27.002270 0.90 0.12 -0.05
H -8.868840 11.639780 20.633970 -0.43 -0.02 -0.85
H -30.067070 23.469520 12.721560 0.36 -0.08 0.14
H -4.113450 16.788650 21.278070 0.09 0.31 0.54
H -9.133130 16.621100 10.112950 0.08 -0.18 -0.45
H -29.987950 25.252530 16.015280 -0.52 0.26 -0.26
H -7.606570 17.112430 27.502950 -0.39 0.34 -0.03
H -26.745280 10.149570 8.045670 0.07 -0.05 -0.15
H -14.166390 21.260520 17.383960 0.34 0.15 -0.18
H -27.888000 11.510140 8.288970 0.34 0.41 -0.87
H -24.031020 10.974970 14.388490 0.23 -0.07 -0.80
H -13.869890 12.743420 12.279700 0.16 -0.55 0.10
H -20.092930 29.141340 12.231460 0.38 0.17 0.25
H -11.303600 16.039620 9.536520 0.15 0.30 -0.24
H -30.593750 19.244620 15.432740 -0.16 -0.34 -0.07
H -31.428880 23.505050 15.393730 -1.03 0.50 0.04
H -24.727380 13.026160 26.364770 0.64 -0.14 -0.27
H -13.689910 17.276950 19.096120 0.40 0.10 -0.38
H -4.755740 14.994470 20.247550 -0.07 -0.50 -0.06
H -23.508790 11.858910 25.591210 0.76 1.94 1.22
H -13.741030 26.388740 28.062140 0.08 0.12 -0.11
H -13.855050 8.938040 26.078580 -0.38 0.04 -0.19
H -13.690600 28.673860 23.888040 -0.85 0.05 -0.57
H -11.550470 25.080990 27.187380 0.43 -0.51 0.08
H -10.050180 16.517510 29.382460 0.33 -0.66 0.44
H -11.075270 17.855750 13.067730 -1.07 0.28 1.41
H -6.847930 6.980110 21.779260 -0.14 -0.15 0.33
H -13.453100 28.760980 25.544580 0.20 0.21 0.34
H -14.424950 25.291150 24.890670 -0.08 -0.40 -0.49
H -6.999760 18.463620 11.094040 0.42 -0.16 0.22
H -4.187010 19.616650 20.439030 -0.07 -0.28 -1.16
H -12.537450 16.922580 10.170790 -0.25 -0.35 -0.30
H -15.535730 13.686220 12.405690 -0.35 -0.34 0.09
H -21.597120 25.250420 12.889770 -0.17 0.52 -0.40
H -19.559120 25.242350 13.991750 1.33 -0.17 0.29
H -18.600520 16.439070 21.918800 -0.18 -0.72 -0.05
H -8.608410 14.223820 27.894880 -0.15 0.18 0.38
H -8.698240 15.057400 26.383150 0.16 0.41 0.03
H -23.234290 14.648160 11.323960 -0.10 0.38 -0.68
H -17.922930 9.441340 27.819560 0.82 -0.05 -0.95
H -0.906830 25.508190 14.530680 -0.23 0.29 -0.44
H -16.009400 18.264870 19.329960 -0.39 -0.55 -0.58
H -7.026500 17.168300 29.530070 1.24 0.27 -0.01
H -0.861530 27.136240 15.283810 0.42 0.05 -0.32
H -6.596260 8.605890 22.412500 -0.44 0.34 0.04
H -25.362480 11.886820 14.963010 -0.19 0.71 -0.53
H -8.054850 8.032840 19.641580 0.78 0.19 -0.26
H -16.179690 11.830930 25.470710 0.86 0.09 -0.38
H -10.869620 18.231650 10.759480 -0.17 0.40 0.86
H -17.499290 15.237790 18.154130 0.06 -0.02 0.05
H -4.924580 25.249590 18.228550 0.19 -0.11 -0.13
H -9.865050 10.200940 21.028350 -0.53 0.52 0.48
H -0.716720 10.055340 21.289440 -0.14 -0.62 0.28
H -21.311860 29.309050 13.483730 -0.01 -0.66 0.26
H -4.259010 7.216970 22.322890 0.12 -0.49 -0.43
H -4.443340 8.887620 22.375810 0.13 0.46 0.23
H -7.123880 16.996950 12.196810 0.02 -0.42 -0.71
H -6.047120 18.678930 19.975570 -0.14 0.61 0.21
H -32.199330 22.724270 13.936520 0.11 0.16 -0.03
H -23.692650 12.550480 15.056940 -0.14 -0.04 0.46
H -17.742750 16.947290 18.538610 -0.23 0.11 -0.08
H -29.674800 22.098960 15.306130 0.27 -0.01 -0.07
H -15.252490 15.833590 18.480330 0.25 0.40 -0.64
H -17.594460 24.472440 12.593240 0.27 0.68 -0.24
H -7.126160 14.756440 27.187880 0.04 0.17 -0.14
H -30.864650 24.828990 13.495340 0.21 0.27 -0.02
H -19.193710 10.363550 28.119520 -0.14 1.29 0.32
H -6.606530 17.195070 20.406890 0.01 -0.57 0.53
H -11.197320 24.930820 25.478320 0.05 0.29 -0.17
H -3.370760 27.534850 15.759960 -0.38 -0.27 -0.59
H -23.047060 12.873480 8.020570 -0.11 -0.29 -0.06
H -27.006990 10.998040 9.591410 0.26 -0.52 0.37
H -13.737890 17.228650 20.809200 -0.18 0.43 0.43
H -2.682640 7.665230 20.247730 0.12 0.01 -0.18
H -12.908750 19.424120 19.921310 0.46 -0.12 0.31
H -3.513840 26.965930 17.340730 0.87 -0.14 0.48
H -14.799020 26.127550 26.833350 -0.50 0.16 0.77
H -2.895030 16.718030 19.322040 0.15 -0.13 0.08
H -17.463500 10.830500 28.679470 -0.68 0.16 0.57
H -29.142040 18.371670 18.206460 0.29 -0.61 0.10
H -29.252640 26.307720 14.715860 -0.29 -0.27 -0.46
H -11.216690 16.124180 13.126040 0.02 -0.20 -0.45
H -11.924770 17.944100 27.493100 0.42 0.49 -0.24
H -5.486670 27.148200 14.912490 -1.01 0.12 0.34
H -24.674630 13.721130 10.984120 -0.12 -0.54 0.38
H -31.481320 19.293500 16.996320 0.01 -0.25 0.21
H -17.052000 13.032850 12.891700 0.25 -0.06 0.02
H -8.797360 8.200300 21.197760 -0.19 -0.91 0.17
H -28.297180 25.264020 15.786670 0.13 0.79 0.25
H -14.301950 21.950080 18.929630 -0.09 -0.46 0.94
H -13.648460 11.068650 12.748220 0.14 0.37 -0.15
H -1.368080 11.306970 20.347860 -0.82 0.05 -0.06
H -12.533960 27.029580 26.249610 0.86 -0.14 0.24
H -18.243990 11.518800 24.756090 -0.45 1.02 -0.53
H -7.439680 18.483450 12.870090 0.28 0.71 -0.27
H -1.052950 9.790250 19.544940 0.46 -0.10 0.01
H -12.271140 16.408440 26.787110 -0.61 -0.20 0.53
H -12.352430 23.866380 26.216070 -0.77 0.33 -0.04
H -6.590700 25.637910 15.071260 -0.37 0.72 0.75
H -22.683340 12.037200 12.530380 0.37 -0.04 -0.66
H -15.632870 11.706420 27.163980 -0.32 0.60 0.25
H -17.989810 12.438760 26.835660 0.24 0.00 0.29
H -13.958620 10.530700 25.214920 0.13 -0.09 -0.13
H -15.720640 15.361130 20.030570 0.16 0.25 0.57
H -24.381910 13.655120 8.851890 0.14 0.05 -0.07
H -4.128810 24.727910 15.984780 -0.37 -0.49 -0.22
H -5.911030 14.690910 18.882770 0.08 -0.59 0.47
H -18.654750 26.986570 12.292930 0.11 -0.27 -0.15
H -12.200760 16.732640 28.611820 0.28 -1.01 0.18
H -13.331660 26.214100 23.876330 0.72 0.14 0.22
H -3.963340 19.188840 21.837720 0.23 -0.91 0.75
H -17.925230 17.534400 20.844100 -0.09 0.02 -0.76
H -2.212720 26.836420 14.233070 0.10 -0.63 -0.46
H -21.654060 28.669590 11.846550 -0.53 -0.69 0.23
H -6.154520 18.329520 21.733030 0.23 -0.15 -0.07
H -15.022040 29.266280 25.100050 -0.23 -0.32 -0.80
H -9.690650 17.984570 28.627780 0.15 0.54 -0.39
H -24.334270 10.731130 8.287090 0.76 -0.32 0.66
H -12.679310 16.978280 12.584680 0.26 0.55 -0.07
H -5.374520 25.731350 14.012780 1.17 -0.46 0.11
H -19.580310 16.756660 20.449670 -0.26 1.30 0.66
H -21.260810 23.884540 13.455680 0.92 -0.58 0.20
H -4.229330 14.147480 18.717160 0.38 0.45 -0.07
H -5.493740 8.903990 20.248630 0.62 0.25 -0.33
H -12.789560 21.022630 18.474050 0.12 0.47 0.20
H -32.303410 20.843150 15.561860 -0.25 0.53 -0.19
H -6.218120 24.912890 17.269690 -0.04 -0.02 0.14
H -25.113430 9.499240 24.891800 0.18 0.10 -0.45
H -27.739990 19.030040 17.316800 0.06 -0.54 -0.12
H -23.667390 10.419950 24.636580 -0.33 -0.52 -0.03
H -20.128710 26.395040 11.372190 0.45 0.21 -0.52
```
Positions in Å, forces in eV/Å.